Entry 1:
DFT (ωB97M-V with the def2-TZVPD basis set) results for a structure of composition C24H63BMnO13 at a distorted geometry.

Each line ends with the Löwdin spin population.
Element x y z (Å)
H: -2.279 -1.761 -1.485  0.0001
C: 0.536 3.028 -2.328  0.0014
H: 0.649 2.109 -1.751  0.0013
H: -0.053 -3.369 3.408  0.0011
C: 2.663 2.788 2.298  0.0048
H: 0.347 -0.946 -2.138  0.0011
H: 3.066 3.745 1.967  0.0008
H: -4.848 -4.791 -1.619  0.0000
O: 4.060 -3.686 0.848  0.0001
O: -1.282 -1.694 -3.341  0.0002
O: -4.512 4.151 -0.719  0.0001
H: 2.618 -1.658 -1.097  0.0007
C: -3.792 -1.838 -2.982  0.0000
H: -3.463 1.945 3.806  0.0000
O: -3.985 -3.321 -2.890  0.0000
H: 1.353 1.671 -4.212  0.0000
C: -4.707 -3.714 -1.706  0.0000
H: 0.450 -5.396 -0.042  0.0000
C: -3.901 2.411 0.980  0.0005
H: -5.231 2.022 3.272  0.0000
O: 1.768 3.196 -3.075  0.0003
H: 1.379 3.171 4.122  0.0010
H: -3.795 -1.626 -4.051  0.0000
C: 3.031 4.268 -5.906  0.0000
H: -0.292 2.888 -3.023  0.0001
H: 0.513 0.368 -0.220  0.0110
H: 4.117 2.476 0.257  0.0006
C: -0.559 1.578 3.625  0.0056
H: -4.149 4.118 -2.772  0.0000
H: -1.229 2.405 3.388  0.0007
C: -2.370 -1.381 -2.502  0.0003
C: -4.222 4.841 -1.960  0.0000
H: -5.680 -3.296 -1.449  0.0000
H: 2.133 -5.220 0.284  0.0000
H: 0.127 -5.466 2.689  0.0001
C: 0.031 -3.096 -0.281  0.0005
H: 0.734 -1.236 -3.857  0.0001
O: -3.840 3.133 2.152  0.0001
H: -0.679 0.026 0.993  0.0113
O: 0.567 -1.555 2.765  0.0690
H: 4.061 -0.809 -0.910  0.0007
H: 2.640 3.234 -0.376  0.0008
H: 5.353 -2.694 -0.306  0.0000
C: 1.148 -5.002 0.696  0.0000
C: -3.449 3.394 -0.161  0.0003
H: -4.553 -1.227 -2.497  0.0000
H: 0.289 3.853 -1.660  0.0002
H: 4.168 -3.447 -1.145  0.0003
H: 4.285 2.789 -4.282  0.0000
H: -4.850 5.694 -2.217  0.0000
H: -3.147 2.725 -0.966  0.0002
H: -2.631 4.044 0.149  0.0001
H: -0.730 -2.758 5.687  0.0003
H: -3.243 5.312 -1.867  0.0000
H: 2.175 4.524 -5.282  0.0000
H: 2.901 4.747 -6.877  0.0000
H: 0.793 -2.307 5.386  0.0000
O: 0.696 1.630 3.109  0.0399
H: -0.216 1.682 0.629  0.0117
C: 2.315 -5.380 4.163  0.0000
C: -4.281 2.540 3.400  0.0001
B: -0.419 0.712 0.201  0.0661
H: 1.357 -5.361 4.683  0.0000
O: 1.963 -4.799 2.963  0.0001
C: 1.083 -5.594 2.182  0.0001
H: 1.269 -6.668 2.184  0.0000
H: -0.952 -3.549 -0.155  0.0001
H: -1.040 0.687 3.221  0.0014
O: 2.970 2.838 -5.933  0.0000
H: 0.660 3.674 2.512  0.0004
H: -4.278 3.390 4.082  0.0000
O: 2.295 1.922 1.162  0.0316
H: -0.543 -1.026 5.366  0.0000
H: -0.210 -2.036 -0.212  0.0007
H: -4.937 2.189 0.724  0.0000
O: 2.810 -0.916 0.798  0.0857
H: 3.894 4.789 -5.491  0.0000
H: 0.384 -3.382 -1.272  0.0000
H: -1.345 -2.358 3.277  0.0011
H: -0.236 0.131 -3.379  0.0001
C: 2.258 1.966 -3.681  0.0001
H: -3.385 1.453 1.050  0.0007
H: -2.474 -0.306 -2.350  0.0002
H: -4.046 -3.531 -0.858  0.0000
H: 3.774 1.261 -4.779  0.0000
H: 2.624 -6.400 3.935  0.0000
C: 3.418 -1.506 -0.373  0.0084
C: 4.272 -2.825 -0.256  0.0017
Mn: 1.111 0.164 1.609  4.6016
C: 3.059 2.321 0.046  0.0049
C: -0.039 -0.918 -3.157  0.0010
H: 3.106 -4.941 4.770  0.0000
O: 0.973 -3.585 0.744  -0.0001
C: 3.402 2.279 -4.666  0.0000
H: -1.128 0.760 -0.610  0.0107
C: -0.292 -2.315 3.553  0.0088
H: -0.546 1.536 4.714  0.0006
H: 3.440 2.251 2.844  0.0000
C: 1.271 2.956 3.059  0.0046
C: -0.211 -2.022 5.073  0.0015
H: 3.021 1.614 -0.783  0.0001
H: 2.671 1.311 -2.914  0.0001

## Properties
Multiplicity: 6
Energy above the lowest of the compared OMol25 structures with the same formula, charge and spin, kcal per mole: 109.1
E, Ha: -3105.627027
Kohn-Sham gap (alpha / beta), eV: 2.55 / 2.55
Lowest unoccupied orbital energy (alpha / beta), hartree: 0.1406 / 0.1406
<S²>: 8.755
Total charge: -2

***

Entry 2:
DFT (ωB97M-V with the def2-TZVPD basis set) results for a structure of composition C7H11N2 at a distorted geometry.

Each line ends with the Löwdin spin population.
Element x y z (Å)
H: 1.393 2.656 -0.153  0.0176
C: 1.418 1.676 -0.390  0.3199
N: -0.968 -0.925 -0.410  0.2263
H: 1.499 -1.091 1.463  0.0014
C: -1.584 -0.765 0.791  0.6016
C: 0.432 -0.645 -0.480  0.0482
H: 0.836 -0.798 -1.425  -0.0025
H: -1.364 0.646 -1.794  -0.0001
C: -1.951 0.613 0.334  0.0912
H: 2.319 1.396 -1.061  0.0093
N: -0.691 1.244 0.581  0.4962
C: 0.415 0.835 -0.153  0.0968
H: 0.709 -2.434 0.557  0.0031
H: -1.402 -1.274 1.698  0.0350
H: -0.579 1.584 1.621  0.0107
C: -1.844 0.083 -1.081  0.0259
H: 2.226 -1.732 0.069  0.0001
H: -2.848 1.304 0.621  0.0055
C: 1.237 -1.516 0.526  0.0125
H: -2.740 -0.152 -1.585  0.0013

## Properties
Multiplicity: 3
Energy above the lowest of the compared OMol25 structures with the same formula, charge and spin, kcal per mole: 67.3
E, Ha: -382.347533
Kohn-Sham gap (alpha / beta), eV: 7.52 / 6.12
Lowest unoccupied orbital energy (alpha / beta), hartree: -0.1362 / -0.2783
<S²>: 2.029
Total charge: +1